DFT (ωB97M-V with the def2-TZVPD basis set) results for a structure of composition C36H36GeIN2O2PS2V.

Output
* lowest unoccupied orbital energy (spin up / spin down): -10.65 / -10.65 eV
* relative energy (zero: lowest compared OMol25 entry of this formula, charge and spin): 0.2818 eV
* molar mass: 874.262 g/mol
* HOMO energy (spin up / spin down): -15.54 / -15.54 eV
* calculated total energy: -166227.87922 eV

ORCA input file:
```
! RIJCOSX wB97M-V def2-TZVPD def2/J DEFGRID3
* xyz 3 1
V 0.13657 -0.44068 0.97679
O 3.76430 3.47216 -0.18484
C 4.32590 2.27589 -0.40881
C 5.69792 2.25521 -0.67350
C 6.32897 1.06123 -0.92464
C 5.62791 -0.15669 -0.92405
C 4.28731 -0.15174 -0.64973
C 3.61602 1.06036 -0.37527
C 2.22027 1.06601 -0.07591
O 1.62446 -0.18411 0.21864
N 1.38424 2.02186 0.04011
N 0.08612 1.58861 0.40452
C -0.71636 2.66353 0.37303
S -0.07253 4.22571 0.10380
C -1.65942 5.09358 0.06205
C -2.61696 4.36347 0.97908
S -2.41844 2.59348 0.62556
H 2.81106 3.38802 -0.06655
H 6.23693 3.19204 -0.68608
H 7.38993 1.06521 -1.13737
H 6.14237 -1.08004 -1.14685
H 3.72054 -1.07258 -0.67913
H -2.01715 5.11769 -0.96682
H -1.47665 6.11242 0.40272
H -3.65659 4.61160 0.77022
H -2.40318 4.53693 2.03343
I -2.52760 -0.62016 0.99793
C -3.45095 -2.36956 0.27344
C -4.80401 -2.17333 0.19631
C -5.63760 -3.24948 -0.17117
C -5.07998 -4.46363 -0.42395
C -3.67871 -4.66147 -0.34836
C -3.15482 -5.95145 -0.60729
C -1.81500 -6.19861 -0.54815
C -0.94518 -5.13938 -0.25689
C -1.40533 -3.86220 0.00585
P -0.03512 -2.73182 0.15083
C 0.88363 -2.65201 -1.37535
C 1.96963 -3.49491 -1.62013
C 2.60511 -3.43849 -2.85174
C 2.16041 -2.55517 -3.82616
C 1.07063 -1.72540 -3.58541
C 0.42866 -1.77217 -2.35980
C 0.95698 -3.16270 1.55715
C 2.31835 -2.82249 1.61402
C 3.01860 -2.98624 2.79590
C 2.36483 -3.47124 3.92364
C 1.01404 -3.81538 3.87420
C 0.30632 -3.66439 2.69832
C -2.80212 -3.59014 -0.00971
H -5.25496 -1.21603 0.41908
H -6.70581 -3.09898 -0.23495
H -5.70114 -5.30818 -0.69154
H -3.84993 -6.74373 -0.85473
H -1.41926 -7.18545 -0.74050
H 0.11886 -5.34691 -0.25693
H 2.31908 -4.19352 -0.86983
H 3.44576 -4.08864 -3.05277
H 2.66216 -2.51676 -4.78366
H 0.72350 -1.04757 -4.35286
H -0.42907 -1.12757 -2.18780
H 2.82284 -2.42641 0.74528
H 4.07024 -2.73852 2.84238
H 2.91569 -3.59940 4.84660
H 0.52658 -4.21492 4.75324
H -0.74066 -3.94003 2.65997
C 0.87792 0.43419 5.69467
Ge -0.48833 0.57015 4.32954
C -1.99153 -0.58924 4.70965
C -0.96754 2.38885 3.90099
C 0.71233 -0.15808 2.79597
H 0.44390 0.80106 6.62658
H 1.75529 1.03468 5.46321
H 1.17577 -0.60343 5.84024
H -2.08426 -0.64986 5.79555
H -1.84054 -1.60487 4.34215
H -2.93173 -0.20360 4.32118
H -1.20190 2.92093 4.82405
H -1.84836 2.42732 3.26417
H -0.14415 2.91220 3.41262
H 1.08166 -1.14302 3.10265
H 1.54738 0.54458 2.71792
*
```